Entry 1:
Below is a structure of composition C23H24ClN2O2, with properties calculated with the ωB97M-V functional and the def2-TZVPD basis.

Geometry as XYZ:
```
52
Properties=species:S:1:pos:R:3:forces:R:3:mulliken_charge:R:1
C 3.45625 -1.89196 3.67995 -0.09 -0.20 -0.34 -0.82
O 3.07720 -2.65708 2.51606 -0.21 0.63 -0.33 -0.44
C 2.73167 -1.96528 1.39810 0.11 0.31 -0.11 0.90
C 2.34779 -2.72099 0.26113 0.23 0.14 1.05 -0.80
C 2.03546 -2.08789 -0.91877 -0.07 1.05 -0.37 -0.25
C 2.11787 -0.66736 -1.01923 0.46 -0.37 1.81 -0.32
C 1.92319 -0.01915 -2.28140 2.64 1.16 0.04 0.49
N 2.84262 0.73232 -2.82584 -0.24 -0.34 1.15 0.06
C 2.71159 1.35762 -4.15241 -0.27 0.31 -0.34 -0.78
C 4.08277 1.09799 -2.10836 0.48 0.11 -0.06 -0.85
C 2.41500 0.08050 0.15209 0.02 -0.43 -1.02 -0.72
C 2.74996 -0.54890 1.32817 -0.09 -0.73 0.65 -0.38
H 3.60558 -2.63523 4.46022 0.03 0.15 -0.04 0.25
H 4.38495 -1.33835 3.49282 -0.15 -0.15 0.04 0.35
H 2.66392 -1.19035 3.96997 0.11 -0.22 -0.04 0.34
H 2.31144 -3.80359 0.37103 0.03 0.24 -0.13 0.44
H 1.76696 -2.67349 -1.80046 0.10 0.14 0.23 0.45
H 0.87589 -0.19445 -2.82996 1.00 0.11 -0.13 -0.11
H 3.61662 1.94706 -4.33077 -0.38 -0.15 -0.06 0.34
H 2.62234 0.60581 -4.94714 -0.04 0.11 0.32 0.26
H 1.84319 2.02663 -4.18608 0.20 -0.21 0.05 0.31
H 4.77077 1.50842 -2.84944 0.02 -0.13 0.30 0.37
H 3.87792 1.86993 -1.35448 0.09 -0.24 -0.31 0.34
H 4.54603 0.23149 -1.62277 -0.28 0.17 -0.12 0.33
H 2.39885 1.16969 0.11118 0.04 -0.28 0.03 0.61
H 3.01966 0.04761 2.20462 -0.18 -0.26 -0.41 0.38
Cl -3.47291 1.45354 -0.03827 0.00 0.09 0.18 -0.18
C -2.79727 0.09296 -0.82412 0.08 -0.71 -0.02 -0.19
C -3.32436 -1.18735 -0.63225 0.34 0.44 -0.26 -0.23
C -2.74193 -2.24129 -1.33555 0.38 -0.01 0.02 -0.69
C -1.69859 -2.00055 -2.20843 -0.19 0.21 -0.05 0.05
N -1.25771 -0.73259 -2.44068 0.63 0.20 0.50 0.41
C -0.22298 -0.50891 -3.44222 -4.51 -0.44 -2.05 -0.71
C -0.51848 0.63352 -4.33859 -0.17 0.06 0.36 0.59
C -0.07389 0.51858 -5.76265 0.41 0.00 -0.33 0.33
C 0.19650 1.72472 -6.43179 0.28 -0.13 -0.01 -0.34
C 0.92104 1.72202 -7.62049 -0.22 -0.27 -0.10 -0.64
C 1.29075 0.50302 -8.20693 0.10 -0.02 0.28 -0.34
C 0.95041 -0.70756 -7.58987 -0.10 0.14 -0.11 -0.76
C 0.26498 -0.70207 -6.37568 0.09 0.43 0.14 -0.24
O -0.94819 1.71448 -3.91668 0.16 -0.73 -0.05 -0.73
C -1.71395 0.29780 -1.66589 -0.25 -0.50 -0.66 0.03
H -4.14445 -1.32902 0.05928 0.00 -0.07 -0.11 0.47
H -3.07567 -3.26835 -1.21344 0.01 0.25 0.05 0.41
H -1.18634 -2.78557 -2.76739 -0.37 0.29 0.12 0.34
H -0.04745 -1.44331 -3.97085 0.03 0.09 0.21 0.14
H -0.10847 2.66804 -5.97531 0.13 -0.34 -0.03 0.44
H 1.20008 2.67236 -8.08175 -0.15 -0.37 0.05 0.39
H 1.87161 0.49705 -9.13040 -0.21 -0.01 0.24 0.40
H 1.22592 -1.66317 -8.04421 -0.10 0.39 0.09 0.39
H 0.00282 -1.64546 -5.89743 0.13 0.21 -0.21 0.41
H -1.28140 1.27343 -1.83143 -0.03 -0.13 -0.10 0.53
```
Forces are in eV/Å.

The charge is +1. The calculation puts the LUMO energy at -3.21 eV. The calculation puts the gap between HOMO and LUMO at 7.05 eV. Its HOMO energy is -0.3768 hartree.

Entry 2:
Below is a structure of composition C23H24CoN5O4, with properties calculated with the ωB97M-V functional and the def2-TZVPD basis.

Geometry as XYZ:
```
57
Properties=species:S:1:pos:R:3:forces:R:3:lowdin_spin:R:1
Co -0.39795 -0.37304 -0.02382 0.03 0.17 0.13 2.90
C 2.28399 -1.53769 -3.97248 0.01 0.01 -0.03 0.00
O 2.26094 -2.53274 -2.95859 -0.02 -0.02 -0.02 0.00
C 2.87857 -2.14596 -1.78555 0.10 -0.01 0.02 0.01
C 4.08050 -2.73358 -1.45290 0.00 0.01 -0.02 0.00
C 4.70221 -2.43878 -0.24144 -0.01 0.02 0.03 0.01
C 4.08760 -1.55366 0.62083 0.00 -0.01 -0.03 0.00
C 2.85750 -0.95907 0.31517 0.00 0.03 0.02 0.01
C 2.24804 -0.14028 1.35664 0.01 -0.06 -0.07 0.00
N 1.01435 0.17877 1.36365 0.03 -0.01 0.08 0.06
N 0.53714 0.84962 2.47480 -0.12 -0.04 -0.08 0.01
C -0.77176 0.90505 2.41729 0.06 0.06 -0.03 0.01
O -1.50249 0.43251 1.46704 0.01 -0.03 0.03 0.07
C -1.46809 1.59992 3.53968 0.03 -0.03 0.00 0.00
C -2.85679 1.57355 3.60364 0.00 0.00 -0.01 0.00
C -3.52320 2.22003 4.63451 0.00 0.01 0.01 0.00
C -2.80467 2.90201 5.60575 -0.01 0.00 0.00 0.00
C -1.41679 2.93140 5.54497 0.00 0.00 0.00 0.00
C -0.75006 2.28251 4.51871 0.01 0.00 0.01 0.00
C 2.22329 -1.23258 -0.92501 -0.04 0.04 0.01 0.00
O 1.08062 -0.71084 -1.30071 0.01 -0.01 0.03 0.09
H 1.73725 -0.64753 -3.65973 0.00 0.00 0.02 0.00
H 1.80993 -1.97219 -4.85027 -0.01 0.00 -0.01 0.00
H 3.31409 -1.26317 -4.21752 0.01 -0.01 0.00 0.00
H 4.52099 -3.43068 -2.15572 -0.01 0.00 0.00 0.00
H 5.64853 -2.89476 0.01605 0.00 0.00 0.00 0.00
H 4.54927 -1.31736 1.57305 0.00 0.00 0.00 0.00
H 2.86112 0.14466 2.21163 0.00 0.00 0.00 0.00
H -3.40100 1.03582 2.83892 0.00 0.00 0.01 0.00
H -4.60470 2.19030 4.68114 0.01 0.00 0.00 0.00
H -3.32343 3.40897 6.40994 0.00 -0.01 -0.01 0.00
H -0.85346 3.46286 6.30188 0.00 -0.01 -0.01 0.00
H 0.32945 2.29265 4.45921 -0.01 0.00 0.00 0.00
N 1.14581 -4.25961 0.25694 0.00 0.02 0.01 0.00
C 0.24892 -3.25546 0.16130 -0.11 0.02 0.03 0.02
O 0.11811 -2.41229 1.04303 0.02 -0.01 -0.03 0.04
C -0.61874 -3.21021 -1.07933 -0.01 -0.02 0.04 0.07
C -1.60960 -2.09699 -0.96070 -0.02 -0.12 -0.08 0.55
H 1.86371 -4.15290 0.95703 0.00 -0.01 0.01 0.00
H 1.39505 -4.76545 -0.57594 0.00 -0.02 -0.01 0.00
H -1.11334 -4.18428 -1.18588 0.01 -0.01 -0.02 0.02
H 0.03794 -3.07347 -1.94142 -0.02 0.02 -0.01 0.00
H -2.35921 -2.17554 -0.17995 0.02 0.03 0.04 0.03
H -1.93031 -1.60282 -1.87114 0.04 0.01 0.00 0.03
N -2.68495 4.08169 -3.84374 0.03 -0.01 0.05 0.00
C -2.16550 3.14296 -2.99029 -0.03 0.03 -0.03 0.00
C -2.76298 2.87277 -1.75544 0.01 0.00 0.00 0.00
C -2.22654 1.89708 -0.94704 -0.01 -0.01 0.03 0.01
N -1.14875 1.17488 -1.28209 -0.01 -0.03 -0.08 0.05
C -0.57590 1.43257 -2.46540 0.02 -0.02 0.02 0.01
C -1.04074 2.38842 -3.33799 0.01 0.02 -0.02 0.00
H -3.31571 4.76366 -3.45921 -0.01 -0.01 0.00 0.00
H -2.09191 4.42396 -4.57976 0.00 -0.01 -0.01 0.00
H -3.63465 3.42468 -1.42829 0.00 0.00 0.00 0.00
H -2.64733 1.67097 0.02435 0.00 0.02 -0.02 0.00
H 0.29874 0.83561 -2.68994 -0.02 0.01 0.00 0.00
H -0.53314 2.55310 -4.27986 0.00 0.00 0.01 0.00
```
Forces are in eV/Å.

The charge is 0. The calculation puts the LUMO energy (spin up / spin down) at 0.57 / -0.80 eV. The calculation puts the gap between HOMO and LUMO (spin up / spin down) at 7.74 / 6.43 eV. The spin multiplicity is 5. Its HOMO energy (spin up / spin down) is -0.2635 / -0.2658 hartree.

Entry 3:
Below is a structure of composition C23H24CoN5OSbSe5, with properties calculated with the ωB97M-V functional and the def2-TZVPD basis.

Geometry as XYZ:
```
60
Properties=species:S:1:pos:R:3:forces:R:3:lowdin_spin:R:1
Co -0.23557 -0.66281 -0.14480 0.89 1.92 -0.82 0.99
O 3.39214 -0.58334 -0.44986 0.11 -0.02 0.04 0.00
C 2.18153 -0.70546 -0.64463 -0.18 -0.09 -0.23 0.00
N 1.27112 0.23202 -0.93423 0.17 -0.55 0.13 -0.01
C 1.66150 1.57489 -1.11933 -0.17 -0.06 0.12 0.00
C 0.79284 2.56849 -0.38122 0.36 0.23 0.09 0.00
C 1.30183 3.86547 -0.23315 0.01 -0.30 -0.09 0.00
C 0.69408 4.78457 0.58186 0.01 0.10 0.08 0.00
C -0.40499 4.37578 1.32600 -0.09 -0.15 -0.01 0.00
C -0.89584 3.11298 1.11342 -0.01 0.17 0.20 0.00
N -0.36373 2.25074 0.22255 -0.33 -0.12 -0.22 0.00
C 1.45420 -2.06498 -0.59359 0.55 0.08 -0.61 0.00
C 1.82160 -3.11434 0.25107 0.14 0.35 0.20 0.00
C 1.14950 -4.30760 0.15474 -0.09 -0.16 -0.03 0.00
C 0.17714 -4.46680 -0.83163 0.12 -0.11 -0.01 0.00
C -0.10925 -3.39887 -1.64678 -0.12 0.25 0.17 0.00
N 0.48682 -2.19706 -1.52839 0.36 -0.40 0.17 0.01
H 1.68142 1.85342 -2.18500 -0.06 0.06 -0.01 0.00
H 2.68385 1.73012 -0.74459 0.02 0.09 -0.04 0.00
H 2.22029 4.09899 -0.75616 -0.02 0.01 -0.01 0.00
H 1.09040 5.78796 0.67628 0.01 -0.03 0.03 0.00
H -0.89564 5.02109 2.03944 0.03 -0.01 0.03 0.00
H -1.75141 2.73248 1.65161 -0.08 0.05 -0.10 0.00
H 2.58872 -2.94074 0.99420 0.01 0.00 -0.01 0.00
H 1.35190 -5.11176 0.85107 0.02 0.00 -0.02 0.00
H -0.39746 -5.37765 -0.92540 -0.02 0.02 0.04 0.00
H -0.90311 -3.46516 -2.37953 -0.02 0.00 0.01 0.00
Se -0.74672 -1.51811 3.01051 -0.01 0.40 0.01 0.01
N 0.27614 -0.41456 2.01608 0.11 -0.21 0.15 0.03
C 0.83711 0.48011 2.82124 0.27 0.30 -0.22 0.00
C 1.79539 1.46661 2.42547 -0.14 -0.15 0.02 0.00
C 2.22464 2.38436 3.33363 -0.03 0.07 0.19 0.00
C 1.74675 2.37487 4.68225 0.11 0.04 -0.16 0.00
C 0.88274 1.41207 5.10704 -0.07 -0.11 -0.03 0.00
C 0.42961 0.41723 4.19098 -0.12 -0.18 0.15 0.00
N -0.36336 -0.61025 4.50264 0.11 -0.01 -0.10 0.00
H 2.19252 1.44611 1.41960 0.03 -0.09 0.04 0.00
H 2.96272 3.12209 3.03753 -0.02 0.02 0.02 0.00
H 2.09888 3.13084 5.37457 0.03 -0.01 0.00 0.00
H 0.54195 1.36054 6.13383 -0.02 0.02 -0.01 0.00
C -1.53108 0.77670 -2.65087 -0.07 -0.04 -0.03 0.01
C -2.12629 1.38674 -1.37911 0.29 0.38 -0.13 0.00
C -3.53762 0.83590 -1.16507 -0.08 -0.11 -0.11 0.00
C -2.28233 2.90269 -1.61702 -0.01 -0.04 0.02 0.00
C -1.24441 1.05166 -0.12681 0.08 -0.29 0.17 -0.03
H -2.20097 0.95384 -3.49955 0.03 0.03 0.00 0.00
H -1.40466 -0.30035 -2.53834 0.03 -0.01 0.02 0.00
H -0.55437 1.20739 -2.88959 0.01 -0.03 0.02 0.00
H -4.15936 1.09788 -2.02899 0.02 0.05 0.04 0.00
H -3.55246 -0.24576 -1.06188 0.06 -0.04 0.08 0.00
H -4.00078 1.25087 -0.26625 0.02 0.01 -0.01 0.00
H -2.92155 3.06100 -2.48876 0.00 0.00 0.01 0.00
H -1.32990 3.40512 -1.81573 -0.01 0.00 -0.01 0.00
H -2.76218 3.39628 -0.76664 0.00 0.00 -0.01 0.00
H -1.91087 0.99215 0.73252 0.00 0.04 0.06 0.00
Se -2.75299 -4.02713 3.54797 -0.12 -0.14 0.06 -0.01
Sb -3.59952 -3.63514 1.28427 -0.26 -0.61 0.05 0.00
Se -5.78720 -2.55584 1.16421 0.20 -0.03 -0.01 0.00
Se -3.29999 -5.51535 -0.27466 -0.05 0.11 0.13 -0.01
Se -1.99974 -1.84541 0.43537 -1.98 -0.67 0.49 0.01
```
Forces are in eV/Å.

The charge is -2. The calculation puts the LUMO energy (spin up / spin down) at 3.39 / 3.41 eV. The calculation puts the gap between HOMO and LUMO (spin up / spin down) at 4.46 / 4.48 eV. The spin multiplicity is 2. Its HOMO energy (spin up / spin down) is -0.0392 / -0.0392 hartree.

Entry 4:
Below is a structure of composition C23H24FeO3, with properties calculated with the ωB97M-V functional and the def2-TZVPD basis.

Geometry as XYZ:
```
51
Properties=species:S:1:pos:R:3:forces:R:3:lowdin_spin:R:1
C 5.31283 -0.89759 -0.71012 0.14 0.23 -0.04 0.06
C 4.09035 -1.70740 -1.05803 0.13 0.09 0.17 0.03
O 3.05420 -0.79397 -1.46099 -0.26 -0.80 -0.20 0.09
C 1.90154 -1.45557 -1.81519 0.63 -1.09 0.76 0.09
C 0.92441 -0.49119 -2.28539 1.14 -0.12 -0.64 0.55
C -0.33043 -0.85767 -2.84183 -1.74 -0.50 -0.31 0.08
C -1.05490 0.22842 -3.61394 -0.03 -0.06 -0.19 0.19
O -0.84851 -1.97097 -2.68060 0.60 0.80 -0.15 0.25
O 1.80309 -2.66946 -1.70267 -0.05 1.40 -0.43 0.12
H 6.08713 -1.56182 -0.32015 0.01 0.00 0.02 0.01
H 5.71420 -0.39664 -1.59694 -0.08 0.02 0.15 0.01
H 5.08925 -0.14262 0.05028 0.02 -0.11 -0.13 0.02
H 4.30696 -2.40179 -1.88335 -0.20 0.11 0.27 0.01
H 3.74918 -2.28621 -0.18658 0.00 0.08 -0.34 0.01
H 1.30328 0.51622 -2.43663 -0.13 -0.06 0.18 0.06
H -0.48721 1.16396 -3.66216 -0.12 -0.12 -0.02 0.08
H -1.25550 -0.12224 -4.63306 0.03 0.03 0.23 0.04
H -2.02344 0.42211 -3.13814 0.12 -0.03 -0.04 0.03
C -0.22042 3.97530 1.47873 0.21 -0.20 1.69 0.06
C 0.43486 2.74514 1.89310 -0.58 1.05 1.26 0.06
C -0.39307 2.11625 2.90877 0.22 1.53 0.17 0.05
C -1.56046 2.95576 3.11966 1.37 0.70 -0.03 0.05
C -1.45314 4.10603 2.23697 1.28 -0.36 0.87 0.03
Fe -1.39796 2.41242 1.22691 -0.04 -0.24 -0.49 0.74
C -3.21737 2.06496 0.53315 0.19 -0.58 -1.10 0.04
C -2.39790 2.74482 -0.45472 -0.33 -1.10 -0.28 0.04
C -1.21318 1.95764 -0.67211 -0.89 -0.89 -0.33 0.07
C -1.29862 0.73228 0.13194 -1.31 1.07 -0.55 0.04
C -0.29582 -0.28459 0.19604 -0.17 0.17 1.08 0.43
C -0.57707 -1.61399 0.61003 -0.07 -0.67 0.22 0.03
C 0.44375 -2.43097 1.17573 -0.34 0.13 -0.25 0.11
C 0.21429 -3.77144 1.44019 -0.16 -0.05 -0.10 0.00
C -1.02712 -4.35713 1.14497 0.06 0.19 0.08 0.11
C -2.06538 -3.55813 0.64694 0.22 0.20 0.15 0.00
C -1.86236 -2.20370 0.41521 0.34 -0.06 -0.08 0.10
C -2.54658 0.84700 0.90694 0.00 -0.46 -1.26 0.04
H 0.18402 4.70861 0.78616 -0.28 -0.38 -0.03 0.03
H 1.41771 2.40749 1.57606 -0.41 -0.07 -0.17 0.03
H -0.13588 1.22583 3.47751 -0.23 0.09 -0.39 0.03
H -2.33115 2.79548 3.86943 0.08 -0.08 -0.41 0.03
H -2.13328 4.95376 2.20991 0.07 -0.38 -0.18 0.03
H -4.20008 2.38777 0.87599 0.48 -0.02 0.06 0.01
H -2.65730 3.65524 -0.99276 0.22 -0.18 0.41 0.04
H -0.42535 2.12714 -1.40063 -0.10 0.32 0.35 0.03
H 0.74707 0.03327 0.10095 -0.30 -0.12 0.00 0.03
H 1.41292 -1.97208 1.38778 -0.24 -0.20 -0.09 0.02
H 1.01620 -4.37996 1.85997 -0.18 0.12 -0.10 0.00
H -1.18598 -5.42545 1.30637 0.06 0.31 -0.01 0.01
H -3.03921 -3.99610 0.42415 0.24 0.08 0.06 0.00
H -2.66271 -1.59215 -0.00401 0.27 -0.24 0.05 0.01
H -2.90985 0.05789 1.56017 0.13 0.47 0.11 0.00
```
Forces are in eV/Å.

The charge is -2. The calculation puts the LUMO energy (spin up / spin down) at 4.48 / 2.39 eV. The calculation puts the gap between HOMO and LUMO (spin up / spin down) at 1.82 / 6.16 eV. The spin multiplicity is 5. Its HOMO energy (spin up / spin down) is 0.0979 / -0.1387 hartree.

Number 1: total energy -1610.67458 Ha, maximum force 5.0 eV/A. Number 2: total energy -2848.37093 Ha, maximum force 0.2 eV/A. Number 3: total energy -14870.08150 Ha, maximum force 2.3 eV/A. Number 4: total energy -2379.98449 Ha, maximum force 1.8 eV/A.